# 1
C25H28N4O3 | ωB97M-V/def2-TZVPD

Calculated values
ΔE to the lowest compared entry with this formula, charge and spin in kcal/mol: 561.5
Frontier orbital gap in eV: 8.113
Net charge: 0
HOMO in Ha: -0.2949
Energy in eV: -38459.34916

Structure (XYZ):
```
60
Properties=species:S:1:pos:R:3:lowdin_charge:R:1
O -2.95206 2.22686 -0.10747 0.024
O 0.08764 0.54360 0.88202 0.020
O -6.67464 -0.78401 -0.37826 0.038
N 2.30601 -0.03719 0.13175 0.106
N 0.45684 -1.55393 0.22687 0.022
N -3.56421 -1.93022 0.75554 -0.269
N -4.98056 0.48882 0.62159 0.090
C -1.32940 -2.03180 1.44660 -0.092
C 4.64466 -0.74015 -1.48362 -0.047
C 6.83790 -1.73128 -0.21601 -0.105
C -5.10273 -2.00678 0.92899 0.018
C 2.50011 1.91302 1.15591 0.086
C 4.43561 1.03986 0.25982 -0.111
C -5.32026 1.50430 -0.14772 -0.217
C 6.20151 -0.83135 0.14427 -0.150
C -0.84266 -2.13931 0.03432 -0.392
C -5.58536 -0.74826 0.23566 -0.398
C -2.50497 2.33491 -2.38103 0.024
C -1.61196 -1.19817 -0.83528 0.005
C 5.23113 2.00823 0.67028 0.012
C -3.18020 -1.88405 -0.59290 -0.101
C -2.92874 -2.56139 1.59813 -0.265
C -4.18185 1.93738 -0.73737 -0.403
C -2.05916 2.47034 -1.08724 -0.169
C 5.21745 -2.00254 -2.09550 0.050
C 5.03981 -0.27609 -0.42430 -0.233
C 0.93599 -0.26405 0.47552 -0.470
C -3.95666 1.90701 -1.96051 -0.041
C 3.31118 3.36774 1.38470 0.044
C 4.55162 3.14843 1.25583 -0.132
C 3.13490 0.97459 0.59453 -0.327
C 6.29590 -2.52391 -1.44376 0.059
H 2.71540 4.15024 1.76905 0.088
H -1.08208 2.82576 -0.58692 0.152
H 7.63141 -2.33731 0.25154 0.127
H 6.70032 -3.18434 -1.79732 -0.039
H -0.65513 -3.23519 -0.12848 0.164
H 4.95952 -2.34743 -2.85176 -0.023
H -5.50949 2.53033 0.80785 0.215
H -1.40237 -1.29929 -1.68836 -0.009
H -4.54917 1.68557 -3.02894 0.181
H -6.22727 1.57603 -0.77415 0.156
H 5.19635 3.90643 1.37949 0.067
H 1.59271 2.04362 1.36855 0.016
H -4.19434 0.24386 1.09065 0.103
H -2.03410 2.49844 -3.27245 0.055
H 3.64223 -0.23818 -1.77119 0.156
H 6.15492 1.97918 0.39949 0.061
H -5.16051 -2.09013 2.14849 0.199
H -5.35868 -2.76975 0.28509 0.093
H -3.17371 -2.54186 2.51604 0.053
H 1.42810 -2.49076 0.00950 0.271
H -1.26532 -1.18206 2.01735 0.068
H 6.53398 -0.41237 1.51656 0.233
H -3.26961 -2.85939 -1.00658 0.100
H -3.82601 -1.27503 -1.35756 0.151
H 2.94723 -1.10132 0.10392 0.228
H -1.64119 -0.17411 -0.22612 0.155
H -2.79894 -3.63646 1.15662 0.146
H -0.55626 -2.68723 2.10446 0.155
```

# 2
C25H28N4O4 | ωB97M-V/def2-TZVPD

Calculated values
ΔE to the lowest compared entry with this formula, charge and spin in kcal/mol: 118.4
Frontier orbital gap in eV: 8.462
Net charge: 0
HOMO in Ha: -0.3069
Energy in eV: -40528.64201

Structure (XYZ):
```
61
Properties=species:S:1:pos:R:3:lowdin_charge:R:1
O 1.41416 -4.46397 -3.93858 0.052
O -2.29273 4.03737 1.09935 0.069
O -0.32610 -1.03970 -0.59564 -0.049
O 0.91107 -5.53262 0.25168 0.020
N 1.06979 -6.09344 -2.40992 0.186
N -1.30747 5.38597 -0.45225 0.118
N 1.30011 -3.56630 -0.76110 0.017
N -0.49225 0.30349 -0.62259 0.137
C 0.24553 5.01696 -2.22297 -0.029
C -2.12757 5.14484 0.62941 -0.447
C -0.54513 4.49034 -1.19734 -0.209
C 0.23509 0.85253 -1.51399 -0.222
C -3.60490 6.48348 2.16160 -0.066
C -4.90055 5.50641 4.02237 -0.133
C -5.55052 6.73535 4.55693 -0.096
C 0.24601 2.28136 -1.75935 -0.158
C 1.02492 4.18473 -3.00104 -0.079
C 0.02806 -2.52701 -2.48696 -0.024
C 2.52293 -4.82256 2.42246 -0.063
C 0.35758 -3.86817 -1.83601 -0.156
C 0.64807 -1.45857 -1.58449 -0.383
C 1.01338 -4.83209 -2.85491 -0.492
C -2.75555 6.38255 1.12256 -0.014
C 2.81217 -6.48715 5.00997 -0.091
C 1.03300 2.82012 -2.77726 -0.038
C 3.42890 -4.54594 3.50182 -0.118
C -4.05901 5.39898 2.98699 -0.104
C 2.42753 -4.07037 1.31535 0.007
C 1.48731 -4.44297 0.25224 -0.427
C 3.56110 -5.26053 4.62501 -0.141
C 1.77592 -2.20784 -0.85954 -0.051
C -0.54143 3.12009 -0.97034 0.056
C 1.06739 -0.15656 -2.27699 -0.023
H 0.86436 -6.27631 -1.43008 0.074
H 1.54887 -6.78514 -2.96392 0.117
H 3.51242 -7.30529 5.18084 0.080
H -5.26994 6.87212 5.60177 0.079
H 2.13446 0.04351 -2.16953 0.129
H 1.63151 4.60421 -3.78998 0.105
H 0.81340 -0.15898 -3.33762 0.131
H -5.28164 7.63005 4.00463 0.058
H 1.87124 -5.68172 2.49462 0.109
H 4.05323 -3.67047 3.37019 0.106
H 0.49331 -2.50247 -3.47564 0.119
H 2.09543 -6.79167 4.25493 0.063
H 4.28887 -4.93355 5.35783 0.100
H 2.28317 -6.31365 5.94750 0.080
H -1.04401 -2.37167 -2.58858 0.139
H 0.24507 6.08280 -2.40634 0.108
H -2.49808 7.28643 0.58456 0.098
H 2.69787 -2.16633 -1.45413 0.145
H 3.05943 -3.20726 1.17800 0.101
H 1.94513 -1.76707 0.12295 0.136
H 1.64577 2.18162 -3.39410 0.104
H -5.16020 4.60268 4.55968 0.101
H -1.22621 6.34671 -0.75524 0.131
H -3.97979 7.47252 2.39647 0.101
H -0.51625 -4.36440 -1.40105 0.161
H -3.67099 4.42614 2.72541 0.095
H -6.63418 6.61815 4.52656 0.079
H -1.14245 2.69073 -0.18747 0.103
```

# 3
C25H28N6O5S2 | ωB97M-V/def2-TZVPD

Calculated values
Frontier orbital gap in eV: 7.133
Net charge: 0
HOMO in Ha: -0.2957
Energy in eV: -67227.80590

Structure (XYZ):
```
66
Properties=species:S:1:pos:R:3:lowdin_charge:R:1
S 6.75561 -1.88824 0.68111 1.020
S 9.51808 -1.23520 -0.28159 0.675
O -2.96673 -5.19686 -0.05165 -0.132
O 1.09163 2.57772 -0.30330 -0.054
O -7.32936 2.81086 -0.51650 -0.134
O -0.89235 1.24461 0.77684 0.119
O 5.37863 1.38242 -0.77442 0.088
N -3.01117 -2.49656 -0.80984 -0.055
N 7.33345 0.25306 -0.57842 -0.118
N -3.12320 1.20469 0.72354 0.209
N -1.89667 -0.67694 0.02073 0.194
N -5.41168 1.13225 0.65431 -0.057
N -4.26073 -0.70872 -0.09027 0.189
C 2.12989 3.36435 -0.84355 -0.064
C 5.44048 -0.74577 0.36498 -0.383
C -6.08042 3.33191 -0.11571 -0.182
C 0.56892 -0.61473 1.32245 -0.006
C 2.91627 -0.44782 0.76677 -0.200
C 7.93740 -0.87107 -0.11305 -1.118
C -1.77777 -3.24582 -0.87539 -0.114
C 2.67440 0.81914 0.21996 0.064
C 8.77277 2.23059 -0.28811 -0.150
C -7.21671 1.46799 -0.92838 -0.186
C -3.06555 -1.26902 -0.26817 -0.336
C -1.83231 -4.38380 0.15094 -0.185
C 8.08733 1.29406 -1.24041 -0.175
C -6.66879 0.58652 0.20148 -0.118
C 1.83847 -1.15086 1.32438 -0.027
C -4.19015 -3.31228 -0.97886 -0.117
C 5.97428 0.40657 -0.36529 -0.417
C -4.23933 0.52992 0.40773 -0.341
C 8.66872 2.21254 1.02578 0.020
C -2.00259 0.54735 0.50288 -0.379
C 0.33089 0.63262 0.76361 -0.155
C 1.40389 1.36764 0.21243 -0.183
C -4.15961 -4.45170 0.04804 -0.183
C 4.20250 -1.08374 0.80976 -0.040
C -5.48753 2.52172 1.04297 -0.118
H -6.50311 -0.43246 -0.14388 0.108
H 9.19462 2.92144 1.64025 0.057
H 7.37747 1.85652 -1.85680 0.129
H -5.06970 -2.68600 -0.84048 0.108
H -4.18159 -3.73241 -1.99042 0.132
H -5.37854 3.31779 -0.96323 0.130
H -6.54649 1.39612 -1.79895 0.130
H 2.00176 -2.12275 1.76501 0.111
H -1.85409 -3.95662 1.16562 0.128
H -0.96621 -5.03972 0.05217 0.127
H 9.39081 2.96550 -0.78430 0.102
H 8.06228 1.49423 1.55314 0.062
H -8.22066 1.15199 -1.21616 0.126
H -4.97370 -5.15640 -0.12763 0.126
H -6.26461 4.36392 0.18575 0.126
H -4.48413 2.86587 1.28831 0.114
H 2.88644 3.60168 -0.09031 0.102
H -7.37386 0.59029 1.04004 0.132
H -0.94735 -2.57138 -0.67128 0.111
H -1.68171 -3.66830 -1.88137 0.133
H 8.83320 0.82102 -1.88732 0.103
H 1.65239 4.28233 -1.18157 0.095
H 3.49780 1.36121 -0.20816 0.077
H 2.61171 2.86856 -1.69102 0.100
H -0.25301 -1.15973 1.75730 0.115
H -4.25452 -4.02789 1.05984 0.130
H 4.17590 -2.04714 1.30994 0.104
H -6.14199 2.60291 1.91768 0.132
```